1.
This record from the OMol25 dataset describes a structure of composition C4H7NO2S in a non-equilibrium geometry. The level of theory is the ωB97M-V functional and the def2-TZVPD basis.

```
15
C4H7NO2S the ωB97M-V functional and the def2-TZVPD basis
C -1.44 0.18 1.21
C -0.96 -0.30 -0.21
C 1.10 -1.28 -0.62
C 0.79 1.49 -0.37
H -0.53 1.08 1.63
H -1.63 -0.80 1.80
H -2.52 0.82 1.15
H -1.74 -0.71 -1.01
H 1.42 -2.38 -0.80
H 1.06 -0.79 -1.68
H 0.74 2.57 -0.78
N 1.97 1.16 0.12
O -0.21 -1.35 -0.19
O -0.23 0.74 -0.86
S 2.17 -0.44 0.62
```

Results
net charge	0
orbital gap	9.339	eV

2.
This record from the OMol25 dataset describes a structure of composition C45H38ClN2O7PSr. The level of theory is the ωB97M-V functional and the def2-TZVPD basis.

```
95
C45H38ClN2O7PSr the ωB97M-V functional and the def2-TZVPD basis
Sr 1.14 1.26 -1.19
O 6.52 -1.81 -1.03
C 6.12 -1.78 0.24
O 6.81 -2.18 1.14
C 4.79 -1.16 0.49
C 4.07 -1.26 1.67
Cl 4.40 -2.13 3.10
N 2.94 -0.55 1.54
N 2.88 0.02 0.33
C 3.97 -0.34 -0.32
C 4.15 0.20 -1.73
O 4.98 -0.38 -2.45
O 3.42 1.18 -2.03
C 1.83 -0.35 2.42
C 0.56 -0.55 1.91
C -0.54 -0.28 2.70
C -0.37 0.17 4.00
C 0.91 0.37 4.50
C 2.02 0.12 3.71
H 5.84 -1.36 -1.66
H 0.42 -0.96 0.91
H -1.53 -0.45 2.30
H -1.23 0.38 4.62
H 1.05 0.73 5.51
H 3.02 0.29 4.08
C -0.54 7.94 3.69
C -0.53 6.79 2.72
C -1.60 5.91 2.64
C -1.61 4.85 1.74
C -2.77 3.89 1.67
C -0.52 4.68 0.89
C 0.57 5.55 0.95
C 1.77 5.34 0.06
C 0.55 6.59 1.87
C -0.51 3.54 -0.11
O -0.66 3.81 -1.32
O -0.31 2.38 0.36
H -1.36 7.85 4.40
H -0.66 8.90 3.17
H 0.39 7.99 4.25
H -2.45 6.05 3.30
H -3.52 4.13 2.43
H -2.42 2.87 1.82
H -3.24 3.93 0.69
H 2.31 4.44 0.34
H 2.46 6.18 0.13
H 1.45 5.22 -0.98
H 1.41 7.26 1.93
C -0.61 -2.42 -0.99
C -0.68 -3.43 -0.26
C -0.83 -4.63 0.41
C 0.14 -5.01 1.43
C 0.81 -4.04 2.20
C 1.77 -4.38 3.13
C 2.11 -5.70 3.36
C 1.48 -6.68 2.61
C 0.52 -6.35 1.67
C -1.97 -5.46 0.04
C -2.67 -5.21 -1.16
C -3.78 -5.95 -1.52
C -4.27 -6.97 -0.71
C -3.61 -7.22 0.49
C -2.50 -6.48 0.86
H 0.55 -3.01 2.04
H 2.25 -3.58 3.70
H 2.87 -5.97 4.10
H 1.74 -7.73 2.75
H 0.07 -7.14 1.07
H -2.32 -4.42 -1.81
H -4.28 -5.73 -2.46
H -5.14 -7.55 -0.99
H -3.98 -7.99 1.17
H -2.04 -6.68 1.82
C 0.07 3.16 -5.27
P 0.10 1.74 -4.10
C 0.87 0.45 -5.14
C -1.67 1.29 -4.07
C -2.14 0.03 -4.41
C -3.49 -0.26 -4.32
C -4.39 0.70 -3.88
C -3.92 1.95 -3.50
C -2.57 2.24 -3.58
H -0.46 3.99 -4.80
H -0.42 2.90 -6.21
H 1.10 3.47 -5.46
H 0.42 0.38 -6.13
H 0.77 -0.50 -4.61
H 1.93 0.68 -5.23
H -1.45 -0.75 -4.70
H -3.84 -1.26 -4.56
H -5.44 0.46 -3.80
H -4.61 2.69 -3.11
H -2.20 3.20 -3.23
O 0.06 -0.54 -2.16
C -0.73 -1.57 -2.11
```

Results
net charge	-2
orbital gap	4.318	eV

3.
This record from the OMol25 dataset describes a structure of composition C28H33BiGeN8O3. The level of theory is the ωB97M-V functional and the def2-TZVPD basis.

```
74
C28H33BiGeN8O3 the ωB97M-V functional and the def2-TZVPD basis
Bi -0.17 0.06 0.03
O -4.97 -2.80 1.71
C -4.70 -3.36 0.52
C -5.50 -4.44 0.12
C -5.29 -5.06 -1.09
C -4.28 -4.62 -1.95
C -3.49 -3.57 -1.56
C -3.67 -2.92 -0.34
C -2.75 -1.80 -0.01
O -1.81 -1.53 -0.80
N -3.00 -1.14 1.14
N -2.12 -0.16 1.39
C -2.29 0.59 2.41
C -1.33 1.66 2.67
C -1.54 2.61 3.66
C -0.61 3.63 3.81
C 0.48 3.68 2.97
C 0.62 2.70 2.00
N -0.26 1.71 1.87
H -4.34 -2.05 1.82
H -6.28 -4.76 0.80
H -5.92 -5.89 -1.37
H -4.12 -5.11 -2.90
H -2.69 -3.21 -2.20
H -3.14 0.44 3.07
H -2.41 2.55 4.30
H -0.75 4.38 4.58
H 1.23 4.46 3.05
H 1.47 2.68 1.32
N 0.85 3.35 -3.01
C 1.95 2.64 -2.53
C 3.04 2.52 -3.41
C 4.17 1.86 -2.99
C 4.20 1.34 -1.70
C 3.09 1.50 -0.91
N 1.98 2.14 -1.30
C -0.44 3.52 -2.53
C -1.32 4.27 -3.34
C -2.62 4.44 -2.92
C -3.03 3.87 -1.72
C -2.09 3.16 -1.00
N -0.82 2.99 -1.38
H 1.00 3.73 -3.92
H 2.98 2.94 -4.41
H 5.02 1.75 -3.66
H 5.07 0.81 -1.32
H 3.08 1.11 0.10
H -0.98 4.69 -4.28
H -3.32 5.00 -3.53
H -4.04 3.97 -1.35
H -2.35 2.70 -0.05
C 3.52 -3.08 0.32
Ge 1.66 -2.65 -0.15
C 1.74 -1.84 -1.96
C 0.66 -4.33 -0.31
C 0.91 -1.37 1.09
H 4.00 -3.70 -0.44
H 3.56 -3.62 1.28
H 4.10 -2.16 0.43
H 2.32 -2.49 -2.61
H 2.22 -0.87 -1.95
H 0.74 -1.74 -2.40
H 1.17 -5.00 -1.00
H -0.35 -4.15 -0.67
H 0.59 -4.84 0.66
H 0.29 -1.82 1.87
N 2.81 -0.47 3.29
C 3.76 0.47 2.96
N 4.98 0.34 3.57
O 3.54 1.39 2.18
H 3.18 -1.34 3.65
H 2.18 -0.66 2.48
H 5.08 -0.25 4.38
H 5.59 1.13 3.50
```

Results
net charge	0
orbital gap	6.245	eV

4.
This record from the OMol25 dataset describes a structure of composition C34H68Cl4O21 in a non-equilibrium geometry. The level of theory is the ωB97M-V functional and the def2-TZVPD basis.

```
127
C34H68Cl4O21 the ωB97M-V functional and the def2-TZVPD basis
C 2.38 -1.57 3.78
Cl 3.12 -2.57 5.04
Cl 0.61 -1.80 3.82
H 2.48 -0.51 4.00
H 2.77 -1.78 2.78
C 1.43 1.29 -4.51
Cl 2.66 0.14 -4.45
Cl 0.84 1.70 -2.91
H 1.77 2.17 -5.07
H 0.59 0.80 -5.01
C 3.28 1.68 -2.37
C 4.14 2.37 -1.41
O 3.75 3.78 -1.34
C 4.51 4.79 -1.91
O 5.43 4.59 -2.67
O 4.13 6.00 -1.40
C 5.02 7.07 -1.66
H 2.25 1.55 -2.04
H 3.81 0.77 -2.65
H 3.08 2.27 -3.26
H 5.12 2.23 -1.85
H 4.21 1.87 -0.44
H 4.71 8.09 -1.41
H 5.27 7.04 -2.72
H 5.95 6.88 -1.14
C -2.63 0.40 3.64
C -3.53 0.98 2.58
O -3.09 2.22 2.03
C -1.84 2.41 1.42
O -0.94 1.52 1.35
O -1.82 3.66 0.93
C -0.67 4.10 0.20
H -2.21 1.23 4.20
H -1.73 0.01 3.17
H -3.13 -0.35 4.25
H -4.57 1.11 2.89
H -3.57 0.19 1.83
H 0.20 3.57 0.59
H -0.40 5.15 0.19
H -0.81 3.76 -0.83
C -4.30 -3.32 0.84
C -2.89 -2.71 0.98
O -1.77 -3.56 0.63
C -1.12 -4.33 1.64
O -1.46 -4.30 2.78
O -0.15 -5.06 1.06
C 0.57 -6.01 1.75
H -4.95 -2.55 0.42
H -4.69 -3.95 1.64
H -4.28 -3.99 -0.02
H -2.72 -2.18 1.92
H -2.80 -1.91 0.24
H 0.91 -5.69 2.74
H 1.44 -6.14 1.11
H 0.09 -6.96 1.96
C 2.36 -1.90 -6.50
C 2.62 -1.99 -4.98
O 2.30 -3.27 -4.53
C 2.44 -3.65 -3.25
O 2.72 -2.84 -2.38
O 2.09 -5.00 -3.16
C 1.93 -5.56 -1.85
H 1.31 -1.88 -6.81
H 2.90 -2.69 -7.02
H 2.81 -0.98 -6.89
H 1.88 -1.32 -4.54
H 3.61 -1.64 -4.71
H 1.37 -6.47 -2.03
H 1.41 -4.98 -1.10
H 2.93 -5.93 -1.59
C -1.09 -1.24 2.26
C -0.81 -1.93 0.95
O 0.40 -1.35 0.45
C 0.68 -1.43 -0.84
O 0.00 -2.00 -1.65
O 1.75 -0.61 -1.09
C 1.99 -0.15 -2.44
H -1.77 -0.40 2.14
H -0.25 -0.84 2.83
H -1.55 -1.94 2.97
H -1.59 -1.92 0.19
H -0.53 -2.98 1.06
H 2.41 -0.93 -3.06
H 2.65 0.72 -2.43
H 1.03 0.17 -2.86
O -2.05 3.40 -2.35
C -2.97 2.88 -1.68
O -3.12 1.58 -1.33
C -2.26 0.49 -1.84
C -0.95 0.35 -0.92
C -3.89 3.81 -0.79
H -1.93 0.63 -2.87
H -2.77 -0.46 -1.97
H -1.02 -0.44 -0.18
H -0.53 1.25 -0.47
H -0.13 -0.01 -1.55
H -4.15 3.41 0.19
H -4.85 4.07 -1.24
H -3.35 4.76 -0.71
O -3.66 -0.76 1.87
C -4.41 -1.24 2.69
O -4.21 -1.48 4.01
C -2.92 -1.66 4.53
C -2.99 -1.00 5.90
C -5.71 -1.86 2.21
H -2.10 -1.35 3.88
H -2.66 -2.71 4.71
H -3.88 -1.30 6.45
H -2.84 0.07 5.80
H -2.03 -1.29 6.34
H -6.57 -1.18 2.22
H -6.09 -2.72 2.77
H -5.57 -2.30 1.22
O 3.69 2.46 1.27
C 2.80 3.20 0.79
O 1.73 2.89 0.03
C 1.28 1.62 -0.26
C 0.83 0.87 1.04
C 3.04 4.72 0.82
H 2.12 1.09 -0.70
H 0.53 1.61 -1.05
H 0.07 1.49 1.52
H 1.62 0.66 1.75
H 0.44 -0.14 0.88
H 2.28 5.26 0.25
H 4.02 5.07 0.51
H 2.73 5.08 1.81
```

Results
net charge	0
orbital gap	7.048	eV

5.
This record from the OMol25 dataset describes a structure of composition C24H18N4O2RhS. The level of theory is the ωB97M-V functional and the def2-TZVPD basis.

```
50
C24H18N4O2RhS the ωB97M-V functional and the def2-TZVPD basis
Rh -0.01 -0.06 -0.65
C -3.71 3.81 -1.14
C -3.09 3.72 -2.38
C -1.89 3.05 -2.54
C -1.27 2.48 -1.43
C -1.87 2.58 -0.18
C -3.09 3.24 -0.04
N -0.09 1.71 -1.52
C 0.92 1.88 -2.39
C 1.24 3.06 -3.10
C 2.34 3.09 -3.91
C 3.19 1.97 -4.09
C 2.93 0.81 -3.42
C 1.80 0.77 -2.58
N 1.42 -0.35 -1.88
N 1.94 -1.49 -2.00
C 1.37 -2.46 -1.15
C 1.86 -3.75 -1.22
C 1.27 -4.72 -0.42
C 0.22 -4.37 0.41
C -0.21 -3.05 0.43
N 0.36 -2.11 -0.33
H -4.65 4.33 -1.03
H -3.57 4.16 -3.25
H -1.46 2.95 -3.53
H -1.35 2.23 0.70
H -3.54 3.32 0.94
H 0.63 3.94 -2.97
H 2.58 4.01 -4.43
H 4.05 2.04 -4.75
H 3.55 -0.06 -3.51
H 2.67 -3.97 -1.89
H 1.63 -5.74 -0.45
H -0.27 -5.09 1.04
H -1.01 -2.72 1.08
O -0.98 -2.63 6.53
C -1.57 -2.39 5.35
O -2.68 -2.77 5.13
C -0.77 -1.65 4.31
C 0.62 -1.61 4.29
C 1.30 -0.96 3.27
C 0.58 -0.31 2.27
S 1.44 0.51 0.97
C -0.82 -0.31 2.32
C -1.49 -1.00 3.31
H -0.14 -2.17 6.61
H 1.21 -2.13 5.04
H 2.38 -0.99 3.23
H -1.41 0.25 1.60
H -2.57 -1.04 3.35
```

Results
net charge	+1
orbital gap (alpha / beta)	5.219 / 5.218	eV

6.
This record from the OMol25 dataset describes a structure of composition C37H38BrFeN5O7P in a non-equilibrium geometry. The level of theory is the ωB97M-V functional and the def2-TZVPD basis.

```
90
C37H38BrFeN5O7P the ωB97M-V functional and the def2-TZVPD basis
Fe 0.51 -0.74 1.01
O 2.10 3.85 -0.48
C 1.92 4.03 0.83
C 2.04 5.33 1.32
C 1.83 5.62 2.66
C 1.46 4.61 3.53
C 1.36 3.31 3.07
C 1.61 3.00 1.74
C 1.50 1.59 1.33
O 0.98 0.73 2.12
N 2.06 1.21 0.20
N 1.85 -0.09 -0.06
C 3.05 -0.75 -0.39
C 3.06 -2.32 1.40
C 3.78 -3.49 1.56
C 3.19 -4.59 2.17
C 1.86 -4.46 2.57
C 1.21 -3.27 2.38
N 1.77 -2.18 1.80
H 1.56 3.08 -0.77
H 2.29 6.11 0.62
H 1.94 6.63 3.01
H 1.24 4.84 4.57
H 1.10 2.50 3.73
H 3.78 -0.01 -0.74
H 4.80 -3.51 1.21
H 3.75 -5.51 2.33
H 1.33 -5.28 3.04
H 0.20 -3.14 2.72
Br 3.55 -5.34 -4.49
C 3.33 -3.94 -3.20
C 4.46 -3.28 -2.74
C 4.24 -2.25 -1.84
C 3.00 -1.90 -1.36
O 3.68 -1.26 0.84
C 1.85 -2.66 -1.74
C 0.52 -2.63 -1.28
N -0.06 -2.10 -0.20
C -1.38 -2.38 0.06
C -2.30 -3.03 -0.78
C -3.60 -3.26 -0.37
C -4.05 -2.87 0.87
C -3.18 -2.20 1.75
C -3.55 -1.77 3.05
C -2.62 -1.11 3.83
C -1.35 -0.89 3.33
N -0.96 -1.31 2.13
C -1.85 -1.96 1.33
C 2.08 -3.64 -2.75
H 5.45 -3.56 -3.07
H 5.10 -1.70 -1.48
H -0.13 -3.27 -1.88
H -2.02 -3.35 -1.77
H -4.28 -3.75 -1.06
H -5.07 -3.05 1.18
H -4.55 -1.96 3.40
H -2.87 -0.77 4.82
H -0.59 -0.37 3.90
H 1.23 -4.20 -3.13
C -4.46 2.56 0.69
C -2.98 2.83 0.36
C -2.81 4.23 -0.23
C -2.14 2.71 1.63
O -2.63 1.88 -0.63
P -1.09 1.43 -0.87
O -0.17 2.57 -1.06
O -0.80 0.43 0.22
O -1.38 0.55 -2.19
C -0.72 0.75 -3.43
C -1.30 -0.32 -4.37
C 0.79 0.54 -3.26
C -0.99 2.15 -3.98
H -4.83 3.30 1.40
H -4.55 1.57 1.13
H -5.05 2.59 -0.22
H -3.11 4.99 0.48
H -3.41 4.32 -1.14
H -1.76 4.37 -0.50
H -2.52 3.38 2.40
H -1.11 2.96 1.41
H -2.17 1.68 1.99
H -1.11 -1.30 -3.95
H -0.83 -0.24 -5.35
H -2.37 -0.18 -4.47
H 0.96 -0.40 -2.74
H 1.20 1.34 -2.66
H 1.28 0.51 -4.23
H -2.07 2.29 -4.11
H -0.49 2.28 -4.94
H -0.63 2.88 -3.27
```

Results
net charge	-1
orbital gap (alpha / beta)	5.151 / 5.858	eV
2S+1	5

Repeat the fifth record exactly.
This record from the OMol25 dataset describes a structure of composition C24H18N4O2RhS. The level of theory is the ωB97M-V functional and the def2-TZVPD basis.

```
50
C24H18N4O2RhS the ωB97M-V functional and the def2-TZVPD basis
Rh -0.01 -0.06 -0.65
C -3.71 3.81 -1.14
C -3.09 3.72 -2.38
C -1.89 3.05 -2.54
C -1.27 2.48 -1.43
C -1.87 2.58 -0.18
C -3.09 3.24 -0.04
N -0.09 1.71 -1.52
C 0.92 1.88 -2.39
C 1.24 3.06 -3.10
C 2.34 3.09 -3.91
C 3.19 1.97 -4.09
C 2.93 0.81 -3.42
C 1.80 0.77 -2.58
N 1.42 -0.35 -1.88
N 1.94 -1.49 -2.00
C 1.37 -2.46 -1.15
C 1.86 -3.75 -1.22
C 1.27 -4.72 -0.42
C 0.22 -4.37 0.41
C -0.21 -3.05 0.43
N 0.36 -2.11 -0.33
H -4.65 4.33 -1.03
H -3.57 4.16 -3.25
H -1.46 2.95 -3.53
H -1.35 2.23 0.70
H -3.54 3.32 0.94
H 0.63 3.94 -2.97
H 2.58 4.01 -4.43
H 4.05 2.04 -4.75
H 3.55 -0.06 -3.51
H 2.67 -3.97 -1.89
H 1.63 -5.74 -0.45
H -0.27 -5.09 1.04
H -1.01 -2.72 1.08
O -0.98 -2.63 6.53
C -1.57 -2.39 5.35
O -2.68 -2.77 5.13
C -0.77 -1.65 4.31
C 0.62 -1.61 4.29
C 1.30 -0.96 3.27
C 0.58 -0.31 2.27
S 1.44 0.51 0.97
C -0.82 -0.31 2.32
C -1.49 -1.00 3.31
H -0.14 -2.17 6.61
H 1.21 -2.13 5.04
H 2.38 -0.99 3.23
H -1.41 0.25 1.60
H -2.57 -1.04 3.35
```

Results
net charge	+1
orbital gap (alpha / beta)	5.219 / 5.218	eV

Q: net charge of number 5 (C24H18N4O2RhS)?
A: +1

Q: Which value of net charge does entry 2 give?
A: -2

Q: Which value of net charge does entry 5 give?
A: +1